Record 1
DFT (ωB97M-V/def2-TZVPD) results for a cluster of 2 separate species, H4S4 in total in a non-equilibrium geometry.

Cartesian coordinates (Å):
S1 -0.8262 1.1431 3.4344
S2 -0.6410 1.3422 1.4172
H1 -1.8184 0.2310 3.3564
H2 0.3442 0.4590 1.1495
S3 1.8051 -0.6507 -1.7901
S4 -0.3258 -0.4281 -1.9932
H3 1.8583 -1.9166 -2.2560
H4 -0.3961 -0.1800 -3.3183

The HOMO energy is -9.541 eV. Its SMILES is SS.SS. Its energy is -1595.123282 Ha. For the energy relative to the best compared isomer or geometry (same formula, charge and spin), the calculation gives 2.0 kcal/mol. The orbital gap is 0.349 hartree. The value obtained for the molecular weight is 132.30 u.

=====

Record 2
DFT (ωB97M-V/def2-TZVPD) results for a cluster of 2 separate species, H4SSi2 in total in a non-equilibrium geometry.

Cartesian coordinates (Å):
Si1 -2.8547 -0.3043 -0.0865
Si2 1.6242 0.4103 -0.0682
S1 3.4653 -0.2113 0.0345
H1 -1.3195 -0.1026 -0.3306
H2 -2.5171 -0.9462 1.1590
H3 1.1264 1.6857 -0.6313
H4 0.4753 -0.5316 -0.0768

The HOMO energy is -9.059 eV. Its energy is -979.436899 Ha. For the energy relative to the best compared isomer or geometry (same formula, charge and spin), the calculation gives 69.6 kcal/mol. The orbital gap is 0.282 hartree. The value obtained for the molecular weight is 92.27 u.

=====

Record 3
DFT (ωB97M-V/def2-TZVPD) results for a cluster of 2 separate species, H4SSi2 in total in a non-equilibrium geometry.

Cartesian coordinates (Å):
Si1 -0.4877 -1.4653 -1.5125
Si2 0.3760 1.3626 1.6252
S1 1.6175 2.2157 2.8748
H1 -1.0418 -0.9318 -2.9331
H2 -0.1395 -2.9092 -2.2169
H3 0.6583 0.3549 0.4791
H4 -0.9827 1.3732 1.6833

The HOMO energy (alpha / beta) is -7.634 / -9.576 eV. Its energy is -979.372926 Ha. For the energy relative to the best compared isomer or geometry (same formula, charge and spin), the calculation gives 21.8 kcal/mol. The orbital gap (alpha / beta) is 0.243 / 0.246 hartree. Its expectation value of S² is 2.002. As for the spin multiplicity: 3. The value obtained for the molecular weight is 92.27 u.

=====

Record 4
DFT (ωB97M-V/def2-TZVPD) results for a cluster of 25 separate species, H50O25 in total in a non-equilibrium geometry.

Cartesian coordinates (Å):
O1 -0.6102 3.2543 4.2235
H1 -0.5950 4.1998 4.3719
H2 -0.9681 3.1555 3.3412
O2 -0.4049 -2.2664 -3.2309
H3 0.1451 -1.7736 -2.6219
H4 -0.3542 -1.7756 -4.0511
O3 -3.9433 -3.5107 -1.9897
H5 -4.5823 -4.1899 -2.2054
H6 -3.3624 -3.4776 -2.7497
O4 2.1036 -0.1969 3.5699
H7 1.8352 0.5142 2.9881
H8 3.0575 -0.2213 3.4949
O5 3.7412 0.5382 -2.3196
H9 3.4753 0.7942 -3.2028
H10 4.6785 0.3587 -2.3937
O6 -2.2788 -0.0258 -2.8029
H11 -1.8942 -0.8863 -2.6360
H12 -2.0303 0.4997 -2.0424
O7 1.0242 1.8768 1.8406
H13 1.5288 1.8477 1.0277
H14 0.1175 1.9915 1.5562
O8 -3.8714 2.7412 2.7247
H15 -3.9407 2.2720 1.8933
H16 -4.3386 2.1890 3.3516
O9 1.0098 -2.4836 2.4723
H17 1.5655 -2.1223 3.1628
H18 1.0529 -1.8378 1.7670
O10 -4.9307 -1.1459 -1.1254
H19 -4.9639 -1.6980 -0.3442
H20 -4.4812 -1.6817 -1.7790
O11 2.1072 4.4232 2.3684
H21 1.7109 3.5629 2.2301
H22 1.4820 4.8889 2.9238
O12 5.2346 -2.1311 -0.3047
H23 4.6341 -2.7967 -0.6404
H24 5.4227 -2.4079 0.5921
O13 2.9022 1.8884 -0.1698
H25 3.6177 1.5133 0.3436
H26 2.8971 1.3805 -0.9812
O14 -2.6569 -0.5507 2.8967
H27 -1.9296 0.0636 2.9966
H28 -2.7290 -0.9780 3.7502
O15 0.2116 -0.6431 -0.4819
H29 -0.2431 0.1940 -0.5753
H30 -0.4898 -1.2896 -0.4022
O16 -3.9398 1.1858 0.0485
H31 -4.3868 0.3570 -0.1235
H32 -3.9515 1.6436 -0.7921
O17 2.3215 -1.5205 -1.8945
H33 2.7149 -0.6574 -2.0232
H34 1.6157 -1.3711 -1.2654
O18 0.2651 -5.1121 2.7803
H35 -0.2391 -5.0058 3.5870
H36 0.7526 -4.2931 2.6922
O19 3.6370 -3.7869 -2.1266
H37 3.2802 -2.8995 -2.1630
H38 2.9075 -4.3497 -2.3862
O20 3.1412 4.5540 -0.1403
H39 2.8287 4.6669 0.7574
H40 3.1661 3.6057 -0.2683
O21 -0.7118 1.6960 -0.9314
H41 -1.1514 2.2660 -0.3005
H42 -0.4089 2.2883 -1.6196
O22 -0.7327 4.1420 -2.2303
H43 -0.9026 4.2964 -3.1596
H44 -1.5980 4.1630 -1.8215
O23 -1.7643 -2.4899 -0.2160
H45 -2.4636 -2.9796 -0.6489
H46 -2.1977 -2.0463 0.5131
O24 1.0567 -4.7283 -3.3709
H47 0.4320 -4.0380 -3.1488
H48 1.0253 -4.7822 -4.3260
O25 -1.3542 3.3875 1.3365
H49 -0.9960 4.2338 1.0690
H50 -2.3026 3.5171 1.3354

The HOMO energy is -9.991 eV. Its energy is -1911.030051 Ha. For the energy relative to the best compared isomer or geometry (same formula, charge and spin), the calculation gives 68.7 kcal/mol. The orbital gap is 0.348 hartree. The value obtained for the molecular weight is 450.38 u.

=====

Record 5
DFT (ωB97M-V/def2-TZVPD) results for the molecule H5N2OP in a non-equilibrium geometry.

Cartesian coordinates (Å):
N1 1.6527 -0.3475 0.4721
P1 0.1295 0.1004 0.2314
N2 -0.7254 0.0735 -1.1997
O1 -0.7965 -0.6711 1.2427
H1 2.3147 0.0749 -0.1571
H2 -0.2386 1.3559 0.5792
H3 -0.1671 0.0966 -2.0305
H4 -1.5461 -0.3750 -1.2020
H5 -0.6231 -0.3076 2.0639

The HOMO energy is -9.058 eV. Its SMILES is N=[P@@H](N)O. Its energy is -529.107312 Ha. For the energy relative to the best compared isomer or geometry (same formula, charge and spin), the calculation gives 33.3 kcal/mol. The orbital gap is 0.367 hartree. The value obtained for the molecular weight is 80.03 u.

=====

Record 6
DFT (ωB97M-V/def2-TZVPD) results for the molecule H5N2OPS2 in a non-equilibrium geometry.

Cartesian coordinates (Å):
N1 -0.2210 -1.7401 0.7259
N2 0.5543 -0.6695 0.2270
P1 -0.7160 0.6547 -0.2986
O1 -1.5095 -0.3758 -1.3355
S1 -1.8892 1.6062 0.8190
S2 0.1634 1.8718 -1.7356
H1 -0.7669 -1.3863 1.5329
H2 -0.7451 -2.1044 -0.0282
H3 0.9003 -0.2308 1.0741
H4 -2.4307 -0.2103 -1.0556
H5 0.9799 0.8231 -2.2633

The HOMO energy is -9.145 eV. Its SMILES is NN[P@@](O)(=S)S. Its energy is -1325.489802 Ha. For the energy relative to the best compared isomer or geometry (same formula, charge and spin), the calculation gives 7.8 kcal/mol. The orbital gap is 0.354 hartree. The value obtained for the molecular weight is 144.16 u.

=====

Record 7
DFT (ωB97M-V/def2-TZVPD) results for a structure of composition H5N2P in a non-equilibrium geometry.

Cartesian coordinates (Å):
N1 -0.0471 -0.4925 0.9692
N2 -0.7109 0.2955 0.0001
P1 0.2443 1.0856 -1.1314
H1 -0.6455 -0.5975 1.7824
H2 0.1882 -1.4168 0.6095
H3 -1.5968 -0.0783 -0.3408
H4 1.3579 -0.2398 -1.7064
H5 1.2098 1.4438 -0.1826

The HOMO energy is -8.956 eV. Its energy is -453.773484 Ha. For the energy relative to the best compared isomer or geometry (same formula, charge and spin), the calculation gives 46.9 kcal/mol. The orbital gap is 0.368 hartree. The value obtained for the molecular weight is 64.03 u.

=====

Record 8
DFT (ωB97M-V/def2-TZVPD) results for a cluster of 2 separate species, H5NO in total.

Cartesian coordinates (Å):
N1 0.6893 -1.2613 -1.2349
H1 0.1030 -2.0978 -1.2411
H2 0.4362 -0.5370 -1.9179
H3 1.3051 -1.0219 -0.4367
H4 -0.0921 1.8095 1.8098
H5 -1.4309 1.5587 1.0772
O1 -1.0105 1.5498 1.9436

The HOMO energy (alpha / beta) is -14.901 / -14.872 eV. Its energy is -132.606133 Ha. For the energy relative to the best compared isomer or geometry (same formula, charge and spin), the calculation gives 1.2 kcal/mol. As for the charge: +1. The orbital gap (alpha / beta) is 0.361 / 0.158 hartree. Its expectation value of S² is 0.754. As for the spin multiplicity: 2. The value obtained for the molecular weight is 35.05 u.

=====

Record 9
DFT (ωB97M-V/def2-TZVPD) results for a cluster of 2 separate species, H5NO2 in total in a non-equilibrium geometry.

Cartesian coordinates (Å):
O1 2.0512 1.0699 0.2812
O2 0.9765 0.6278 1.1403
H1 2.4683 1.7288 0.9277
H2 0.3292 0.4741 0.4695
N1 -1.3189 -0.7786 -0.4990
H3 -0.8980 -0.8010 -1.4314
H4 -1.3214 -1.7266 -0.1776
H5 -2.2868 -0.5944 -0.7106

The HOMO energy is -9.713 eV. Its SMILES is OO.N. Its energy is -208.125864 Ha. For the energy relative to the best compared isomer or geometry (same formula, charge and spin), the calculation gives 23.7 kcal/mol. The orbital gap is 0.393 hartree. The value obtained for the molecular weight is 51.05 u.

=====

Record 10
DFT (ωB97M-V/def2-TZVPD) results for the molecule H5NO3Si in a non-equilibrium geometry.

Cartesian coordinates (Å):
N1 -1.1793 -0.5200 1.2899
Si1 0.1564 0.1871 -0.1784
O1 0.3817 -0.6805 -1.4808
O2 1.5208 0.2888 0.6408
O3 -0.2533 1.5704 -0.8257
H1 -0.9899 -1.1728 2.0141
H2 -1.1891 0.4247 1.6418
H3 -0.0279 -1.5967 -1.6235
H4 2.2884 -0.0473 0.1684
H5 -0.7078 1.5464 -1.6466

The HOMO energy is -9.289 eV. Its SMILES is N[Si](O)(O)O. Its energy is -573.094775 Ha. For the energy relative to the best compared isomer or geometry (same formula, charge and spin), the calculation gives 38.3 kcal/mol. The orbital gap is 0.353 hartree. The value obtained for the molecular weight is 95.13 u.

=====

Record 11
DFT (ωB97M-V/def2-TZVPD) results for a cluster of 2 separate species, H5NOSSi in total in a non-equilibrium geometry.

Cartesian coordinates (Å):
O1 0.7855 1.8499 0.4391
Si1 1.4271 0.5800 -0.0700
S1 3.5661 0.4179 -0.0958
H1 0.5894 -0.6209 -0.3803
H2 3.6447 1.7459 0.2978
N1 -2.6423 -1.1362 -0.2259
H3 -3.3216 -0.5869 0.2370
H4 -2.0884 -1.8719 0.2918
H5 -1.9605 -0.3777 -0.4938

The HOMO energy is -10.053 eV. Its SMILES is O=[SiH]S.N. Its energy is -820.678143 Ha. For the energy relative to the best compared isomer or geometry (same formula, charge and spin), the calculation gives 56.1 kcal/mol. The orbital gap is 0.362 hartree. The value obtained for the molecular weight is 95.20 u.

=====

Record 12
DFT (ωB97M-V/def2-TZVPD) results for a structure of composition H5NOSSi in a non-equilibrium geometry.

Cartesian coordinates (Å):
N1 0.7742 -1.0674 0.1888
O1 0.7674 1.7029 -0.5094
Si1 0.1907 0.5328 0.4089
S1 -2.5669 0.0084 -0.1355
H1 1.6521 -1.5026 0.4921
H2 0.1186 -1.7081 -0.1004
H3 0.4873 1.8478 -1.4558
H4 0.4877 1.2737 1.5946
H5 -1.9111 -1.0876 -0.4833

The HOMO energy is -8.828 eV. Its energy is -820.702139 Ha. For the energy relative to the best compared isomer or geometry (same formula, charge and spin), the calculation gives 41.1 kcal/mol. The orbital gap is 0.325 hartree. The value obtained for the molecular weight is 95.20 u.

=====

> Number 10 is which compound?

H5NO3Si

=====

> molecular weight of number 6 (H5N2OPS2)?

144.16 u